The molecule C13H16N4O2S at a distorted geometry. Source: the Open Molecules 2025 dataset; level of theory: ωB97M-V/def2-TZVPD.

Geometry as XYZ:
```
36
Properties=species:S:1:pos:R:3:forces:R:3
S 3.522 -3.167 -1.450 -0.181 -0.389 -0.806
O -1.707 -0.557 2.479 -0.054 1.142 -0.965
O -2.168 1.083 0.927 0.639 -2.053 1.397
N 1.129 -2.015 -0.047 0.609 -0.966 1.232
N 0.525 -0.569 -1.800 0.178 -0.964 0.701
N -1.382 0.720 -1.590 1.428 -0.540 0.042
N 0.258 -1.487 0.790 -0.460 0.698 -0.366
C 3.507 -2.889 -4.015 -1.260 0.465 0.145
C 4.129 -3.581 -3.033 0.334 0.233 0.678
C -0.450 -0.150 -1.006 -1.914 2.628 -1.641
C 2.434 -2.043 -3.488 0.688 -0.361 -0.829
C 1.276 -1.552 -1.268 -0.759 1.547 -1.000
C -0.555 -0.516 0.365 0.970 -1.897 -0.198
C -2.054 1.262 -3.993 0.246 -0.114 0.689
C -2.398 -0.533 4.768 0.588 -0.041 0.117
C -1.053 1.498 -2.834 -0.228 0.215 -0.403
C 2.295 -2.129 -2.138 0.994 -0.760 0.347
C -1.103 2.971 -2.459 0.548 0.376 0.408
C -1.559 0.052 1.281 -0.987 1.946 0.110
C -2.584 0.131 3.422 -1.023 -0.813 0.156
H -2.065 3.215 -1.999 0.058 0.095 -0.070
H -0.051 1.268 -3.256 -0.552 -0.193 0.907
H -0.938 3.616 -3.316 -0.248 -0.036 -0.299
H 3.715 -3.059 -5.075 -0.095 0.328 0.422
H -3.636 0.015 3.102 0.510 0.004 -0.157
H -2.755 -1.564 4.697 0.182 0.107 0.273
H -0.297 3.258 -1.771 -0.264 -0.293 0.164
H -2.033 2.090 -4.702 0.155 -0.052 0.037
H 1.817 -1.396 -4.105 -0.004 -0.242 0.131
H -2.403 1.184 3.481 0.535 0.592 -0.334
H -2.931 -0.004 5.577 0.039 -0.181 -0.511
H 4.962 -4.278 -3.181 -0.453 0.341 0.327
H -3.053 1.201 -3.588 -0.436 -0.007 0.077
H -1.323 -0.516 5.028 -0.492 -0.193 -0.056
H -2.004 1.182 -0.906 0.662 -0.349 -0.626
H -1.849 0.341 -4.521 0.048 -0.273 -0.096
```
Forces are in eV/Å.

Output
total charge = 0
2S+1 = 1
E = -34630.551 eV
SMILES = CCOC(=O)c1nnc(-c2cccs2)nc1NC(C)C
gap between HOMO and LUMO = 0.30595 Eh